C32H23ClIN10OSeSn | ωB97M-V/def2-TZVPD

Structure (XYZ):
```
70
Properties=species:S:1:pos:R:3:forces:R:3:nbo_charge:R:1
Sn 10.7554 8.5653 8.6739 1.6 0.5 -0.5 1.31
C 12.1136 9.5033 14.4078 0.7 0.1 -1.2 -0.21
C 10.7725 9.2632 14.2079 -0.7 0.1 0.6 -0.13
C 10.1740 9.4422 12.9778 -0.8 -0.2 -0.5 -0.25
C 10.9205 9.8903 11.9311 2.0 0.5 -0.1 0.07
C 12.2964 10.1790 12.0751 -0.3 -0.4 1.1 -0.23
C 12.8988 9.9419 13.3177 -1.0 0.2 0.1 -0.18
N 10.3638 10.0749 10.6423 -1.0 0.7 -0.9 -0.20
N 9.6601 11.0959 10.5234 0.8 -0.6 1.7 -0.07
C 9.1351 11.3661 9.2706 -0.7 0.6 0.2 0.25
C 8.2113 12.4061 9.2210 0.1 1.0 0.3 -0.18
C 7.6856 12.7955 8.0025 1.0 -1.3 -1.1 -0.12
C 8.1913 12.1558 6.8659 0.4 -1.6 1.6 -0.20
C 9.0539 11.0252 7.0492 0.0 0.7 -0.6 0.06
N 9.5400 10.6308 8.2468 -1.5 0.9 -1.8 -0.52
H 12.6125 9.3506 15.3474 -0.2 0.0 0.3 0.24
H 10.0857 9.0204 15.0016 0.3 -0.3 0.4 0.23
H 9.1174 9.2335 12.7728 0.3 0.1 0.5 0.22
H 12.8601 10.6748 11.3071 0.1 -0.1 -0.5 0.23
H 13.9371 10.1880 13.4979 0.0 0.0 -0.2 0.23
H 7.9723 13.0658 10.0648 0.2 -0.9 0.1 0.27
H 6.9317 13.5394 7.9067 -0.3 0.6 0.1 0.25
H 7.8459 12.4198 5.8992 -0.1 0.1 -0.8 0.25
H 9.3725 10.4323 6.1730 -0.2 0.4 0.6 0.23
Cl 25.4874 8.6655 11.6503 -0.2 0.3 -0.1 0.25
C 23.8181 8.7184 11.5654 -1.0 -0.8 0.7 0.22
C 23.0958 9.4149 12.5644 2.5 1.5 1.4 -0.35
C 21.7600 9.4843 12.6695 -1.2 -1.0 -1.2 -0.14
I 20.7521 10.3019 14.1841 -0.1 0.4 0.5 0.47
C 20.8850 8.8312 11.5747 0.0 0.1 -0.4 0.48
O 19.6963 9.0007 11.5036 0.9 -0.1 0.3 -0.39
C 21.6552 7.9959 10.5410 0.6 0.4 0.9 0.19
N 20.9393 7.3770 9.6458 0.5 -0.7 -0.7 -0.35
C 21.6032 6.5906 8.7384 0.0 0.8 0.5 0.13
C 22.9823 6.5118 8.6731 -0.8 -1.2 0.2 -0.24
C 23.6921 7.1645 9.6632 2.8 -1.3 -0.9 -0.05
C 23.1031 7.9123 10.6487 -1.8 0.5 -1.2 -0.23
H 23.7489 9.9394 13.3160 -0.9 -0.6 -0.7 0.27
H 21.0392 5.9869 8.0410 -0.5 0.2 0.1 0.23
H 23.3877 5.7341 7.9934 0.2 1.1 0.4 0.27
H 24.7931 6.9738 9.6815 -1.0 0.5 0.0 0.25
Se 6.4171 5.6547 14.5248 -0.3 0.5 -1.1 1.07
N 8.1086 5.5259 14.0487 0.2 0.2 0.4 -0.60
C 8.2674 6.1215 12.8957 -0.2 -0.5 0.3 0.08
C 9.5785 6.2456 12.2720 -0.8 -0.2 0.2 0.00
C 10.6987 5.6915 12.8825 0.7 0.0 -0.3 -0.09
C 11.9269 5.8788 12.2992 -1.7 1.1 -1.9 -0.21
C 11.9574 6.6144 11.0848 -0.6 -0.2 0.1 0.11
N 10.8734 7.0457 10.4250 -0.8 -0.4 1.6 -0.56
C 9.6663 6.8743 11.0491 0.3 -0.1 -0.4 0.13
C 8.4337 7.3547 10.3767 2.5 -0.7 1.1 0.26
N 8.6483 7.9860 9.2223 -2.5 0.7 -0.9 -0.60
C 7.5117 8.4340 8.6060 3.2 0.0 -1.5 0.09
C 6.2800 8.3372 9.1291 -1.7 0.7 -2.8 -0.27
C 6.0959 7.7026 10.2604 0.6 -1.6 4.0 -0.03
C 7.2081 7.1651 10.9643 -2.1 1.4 -1.0 -0.09
C 7.0756 6.6149 12.2779 -0.2 -0.6 1.3 0.09
N 5.9546 6.5083 12.9846 1.0 -0.3 -0.1 -0.56
H 10.5738 5.0923 13.7617 0.0 -0.1 0.4 0.26
H 12.7947 5.4111 12.6252 1.4 -0.5 0.8 0.25
H 12.8862 6.8325 10.6066 0.6 0.0 -0.3 0.22
H 7.6409 8.8207 7.5968 0.2 0.2 0.3 0.23
H 5.4093 8.6105 8.5389 0.3 0.4 0.1 0.26
H 5.1385 7.6712 10.7225 -0.7 -0.4 0.3 0.26
N 9.6882 7.7820 5.9507 0.9 0.9 0.2 -0.70
N 10.1272 6.8682 6.9869 0.1 0.1 -0.9 -0.70
H 8.8899 7.4532 5.4519 -0.5 -0.6 -0.4 0.37
H 10.4402 7.9265 5.2607 -0.4 -0.1 0.7 0.39
H 10.7184 6.1403 6.5775 -0.5 -0.2 0.4 0.40
H 9.2918 6.5250 7.4397 0.1 -0.7 -0.2 0.39
```
Positions in Å, forces in eV/Å.

For the molar mass, the calculation gives 923.63 g/mol. As for the net charge: +3. The calculation puts the lowest unoccupied orbital energy at -9.37 eV. Its HOMO energy is -15.23 eV. The value obtained for the HOMO-LUMO gap is 5.863 eV. The energy comes out at -142280.2866 eV.

C32H23N11Re | ωB97M-V/def2-TZVPD

Structure (XYZ):
```
67
Properties=species:S:1:pos:R:3:forces:R:3:nbo_charge:R:1
Re 0.0392 0.5165 0.0685 -1.0 -1.8 -1.6 1.62
N -3.9302 -2.4837 -0.7684 0.5 -0.1 0.4 -0.49
C -2.8165 -2.1135 -0.1497 -0.3 -0.9 0.2 0.34
N -2.3154 -0.9096 -0.2319 0.9 0.7 0.0 -0.58
C -2.9961 0.0576 -0.9473 0.2 0.5 0.4 0.45
N -2.5642 1.2975 -0.7835 -1.3 0.6 -1.3 -0.36
N -1.8026 1.3736 0.2998 1.2 0.1 0.9 -0.22
C -2.3045 1.5877 1.4881 0.1 0.0 -0.8 0.17
C -1.5768 0.9463 2.5437 0.2 -0.2 1.1 0.09
C -1.9171 0.9376 3.8997 -0.1 0.3 -1.2 -0.13
C -1.2072 0.1159 4.7625 0.7 -0.5 0.0 -0.06
C -0.1808 -0.6762 4.2525 -0.4 0.3 0.2 -0.18
C 0.1083 -0.6184 2.8962 0.3 -0.4 0.1 0.11
N -0.5662 0.1645 2.0558 0.3 0.3 -0.1 -0.47
C -4.1206 -0.2948 -1.7519 -0.1 -0.7 0.1 -0.19
C -4.7993 0.6067 -2.5838 -0.1 -0.2 -0.1 -0.12
C -5.9157 0.1833 -3.2742 0.2 0.1 0.1 -0.16
C -6.3814 -1.1323 -3.1437 0.2 0.0 0.1 -0.08
C -5.7340 -2.0390 -2.3256 0.1 0.0 0.2 -0.24
C -4.6090 -1.6277 -1.6162 -0.2 1.0 -0.7 0.25
H -4.3127 -3.4142 -0.6203 0.2 0.0 0.0 0.47
H -2.2895 -2.8429 0.4545 -0.2 -0.2 -0.1 0.24
H -3.2848 2.0318 1.6152 -0.1 0.0 -0.1 0.29
H -2.7323 1.5472 4.2580 -0.1 0.1 0.0 0.29
H -1.4429 0.0893 5.8156 -0.1 0.0 0.1 0.29
H 0.3847 -1.3331 4.8941 0.1 -0.1 0.0 0.29
H 0.8940 -1.2333 2.4697 0.0 0.1 0.0 0.24
H -4.4313 1.6168 -2.6677 0.0 0.1 0.0 0.26
H -6.4421 0.8717 -3.9177 0.0 0.1 0.0 0.27
H -7.2634 -1.4448 -3.6847 0.0 0.0 0.0 0.27
H -6.1048 -3.0474 -2.2208 -0.1 -0.1 0.0 0.26
C 2.3106 2.7375 3.0821 -0.7 -0.1 -0.4 0.05
C 1.2455 2.3510 2.2665 -0.2 0.5 0.7 0.03
N 1.4564 1.7101 1.1143 0.1 -0.3 -0.6 -0.46
C 2.7395 1.5823 0.6973 0.6 0.0 0.1 0.17
C 3.7819 1.8666 1.5935 -0.4 -0.3 -0.6 0.06
N 3.5405 2.4038 2.7633 0.7 0.2 0.6 -0.25
C 2.8934 1.2723 -0.7239 1.1 0.5 -0.2 0.17
C 4.0486 1.5894 -1.4371 -0.9 -0.2 0.9 -0.19
C 4.0538 1.4738 -2.8291 0.6 0.3 -0.9 0.26
C 2.8857 1.0107 -3.4341 -0.5 -0.3 0.7 -0.21
C 1.7704 0.7048 -2.6574 0.0 -0.1 -1.2 0.22
N 1.7639 0.8361 -1.3201 -1.0 0.3 1.9 -0.53
C 0.5670 0.1221 -3.2476 0.1 0.3 -0.6 0.12
C 0.2751 0.1561 -4.6243 0.5 0.1 0.8 0.07
N -0.6829 -0.5839 -5.1145 -0.3 0.0 -1.2 -0.28
C -1.3612 -1.3803 -4.3312 0.1 -0.1 0.8 0.06
C -1.1589 -1.3284 -2.9457 -0.6 -0.5 -0.2 0.03
N -0.2341 -0.5525 -2.4122 0.3 0.8 1.1 -0.41
C 5.2217 1.8840 -3.6489 -0.2 0.0 0.2 -0.14
C 5.8045 3.1343 -3.4244 0.2 0.2 0.2 -0.22
C 6.8728 3.5225 -4.2330 -1.2 -0.1 1.1 0.08
N 7.2953 2.7062 -5.1453 2.4 1.0 -1.7 -0.35
C 6.8050 1.5385 -5.4154 -1.2 -0.9 0.6 0.08
C 5.7190 1.0716 -4.6717 0.0 -0.2 -0.3 -0.22
H 2.1584 3.2773 4.0075 -0.1 0.0 0.0 0.27
H 0.2270 2.5742 2.5506 0.1 -0.1 0.0 0.23
H 4.8136 1.6240 1.3805 0.1 0.0 -0.3 0.26
H 4.9250 1.9411 -0.9140 0.1 0.0 0.0 0.27
H 2.8378 0.8979 -4.5056 0.0 0.0 -0.1 0.27
H 0.7966 0.7985 -5.3238 0.1 0.1 0.1 0.25
H -2.0691 -2.0576 -4.7867 -0.1 -0.1 0.1 0.25
H -1.7318 -1.9607 -2.2927 -0.1 0.0 0.0 0.21
H 5.4315 3.8199 -2.6801 -0.1 0.0 0.2 0.22
H 7.3536 4.4884 -4.1283 0.0 0.0 0.0 0.23
H 7.2502 0.9643 -6.2209 0.0 0.0 0.1 0.24
H 5.3158 0.0953 -4.8939 -0.2 -0.1 0.1 0.23
```
Positions in Å, forces in eV/Å.

For the molar mass, the calculation gives 747.82 g/mol. As for the net charge: +4. Its expectation value of S² is 0.790. The calculation puts the lowest unoccupied orbital energy (alpha / beta) at -15.29 / -14.84 eV. Its spin multiplicity is 2. Its HOMO energy (alpha / beta) is -17.24 / -17.26 eV. The value obtained for the HOMO-LUMO gap (alpha / beta) is 1.944 / 2.419 eV. The energy comes out at -52034.6638 eV.

C32H24AsCl3GaN3O6S2 | ωB97M-V/def2-TZVPD

Structure (XYZ):
```
72
Properties=species:S:1:pos:R:3:forces:R:3:nbo_charge:R:1
Ga 1.4927 -0.8418 -1.0600 0.0 0.4 0.0 1.65
N 0.4788 -2.9192 2.9885 0.2 0.0 0.0 -0.63
C 0.6470 -2.3763 4.2771 0.0 0.0 0.0 0.22
C 0.4655 -3.1658 5.3978 0.0 0.0 0.0 -0.25
C 0.6329 -2.6240 6.6677 0.0 0.0 0.0 -0.21
C 0.9557 -1.2862 6.8091 0.0 0.0 0.0 -0.22
C 1.1195 -0.4923 5.6781 0.0 0.0 0.1 -0.19
C 0.9852 -1.0348 4.4123 0.0 0.0 0.0 -0.26
S 1.3121 -0.0345 2.9917 0.0 0.1 0.0 0.56
N 0.5636 -0.9043 1.7560 -0.1 0.1 -0.1 -0.58
C 0.3101 -2.1391 1.8654 0.0 0.0 0.0 0.38
C -0.2665 -2.8272 0.6780 0.0 0.1 0.0 0.20
C -1.1501 -3.8833 0.8469 -0.1 0.0 0.0 -0.24
C -1.7055 -4.5087 -0.2558 0.0 0.0 0.0 -0.12
C -1.3567 -4.0594 -1.5139 0.0 0.0 0.0 -0.24
C -0.4710 -3.0040 -1.6135 0.0 0.0 0.0 0.09
N 0.0721 -2.3886 -0.5516 0.1 -0.1 -0.1 -0.54
H 0.3938 -3.9166 2.9164 0.0 0.0 -0.1 0.40
H 0.2004 -4.2107 5.2802 0.0 0.0 0.0 0.21
H 0.5039 -3.2525 7.5383 0.0 0.0 0.0 0.22
H 1.0847 -0.8553 7.7924 0.0 0.0 0.0 0.22
H 1.3774 0.5549 5.7807 0.0 0.0 0.0 0.22
H -1.4412 -4.1913 1.8406 0.1 0.0 0.0 0.23
H -2.4021 -5.3259 -0.1253 0.0 0.0 0.0 0.23
H -1.7528 -4.5038 -2.4151 0.0 0.0 0.0 0.24
H -0.1819 -2.6155 -2.5765 0.0 0.0 0.0 0.25
C -2.1314 2.2842 3.0867 0.0 0.0 0.0 -0.19
C -2.6156 1.2377 2.3122 0.0 0.0 0.0 -0.24
C -2.0196 0.9384 1.0974 0.0 0.0 0.0 -0.15
C -0.9312 1.6791 0.6467 0.0 0.0 0.0 -0.35
C -0.4358 2.7106 1.4355 0.1 0.0 0.0 -0.19
C -1.0440 3.0193 2.6452 0.0 0.0 0.0 -0.21
As -0.0246 1.2284 -1.0116 -0.1 0.0 0.2 1.05
C -1.4891 0.9196 -2.2581 0.0 -0.1 0.1 -0.32
C -1.6992 1.7334 -3.3636 0.0 0.0 -0.1 -0.19
C -2.7231 1.4484 -4.2585 0.0 0.0 0.0 -0.20
C -3.5446 0.3510 -4.0605 0.0 0.0 0.0 -0.20
C -3.3300 -0.4774 -2.9674 0.0 0.0 0.0 -0.20
C -2.3035 -0.1971 -2.0805 0.0 0.0 0.0 -0.23
C 0.6061 2.9563 -1.5987 0.0 0.0 0.0 -0.36
C -0.2790 4.0293 -1.4955 0.0 0.0 0.0 -0.15
C 0.0995 5.2860 -1.9390 0.0 0.0 0.0 -0.24
C 1.3590 5.4741 -2.4933 0.0 0.0 0.0 -0.19
C 2.2314 4.4038 -2.6079 0.0 0.0 0.0 -0.19
C 1.8602 3.1404 -2.1634 0.0 0.0 0.0 -0.18
H -2.5995 2.5199 4.0337 0.0 0.0 0.0 0.21
H -3.4639 0.6570 2.6517 0.0 0.0 0.0 0.21
H -2.4214 0.1269 0.5052 0.0 0.0 0.0 0.20
H 0.4377 3.2655 1.1192 0.0 0.0 0.0 0.24
H -0.6505 3.8266 3.2492 0.0 0.0 0.0 0.22
H -1.0589 2.5852 -3.5479 0.0 0.0 0.0 0.23
H -2.8696 2.0878 -5.1193 0.0 0.0 0.0 0.22
H -4.3422 0.1345 -4.7590 0.0 0.0 0.0 0.22
H -3.9572 -1.3460 -2.8099 0.0 0.0 0.0 0.21
H -2.1359 -0.8714 -1.2495 0.0 0.0 0.0 0.20
H -1.2655 3.8893 -1.0697 0.0 0.0 0.0 0.21
H -0.5897 6.1160 -1.8514 0.0 0.0 0.0 0.22
H 1.6573 6.4564 -2.8364 0.0 0.0 0.0 0.22
H 3.2130 4.5452 -3.0404 0.0 0.0 0.0 0.22
H 2.5443 2.3098 -2.2501 0.0 0.0 0.0 0.26
Cl 4.4349 -1.4657 -4.0580 0.0 0.0 0.0 0.09
C 2.8972 -2.2445 -3.7693 -0.1 0.0 0.2 -0.21
Cl 2.6428 -3.5709 -4.9112 0.0 0.0 0.0 0.05
Cl 2.8895 -2.9435 -2.1102 0.2 -0.1 -0.2 0.09
C 1.7274 -1.2087 -3.9462 -0.1 -0.1 -0.1 0.76
O 1.5543 -0.7788 -5.0527 0.0 0.1 0.0 -0.56
O 0.9953 -0.9609 -2.9048 0.1 -0.1 0.0 -0.88
O 2.6516 1.3908 0.5772 0.1 0.0 0.0 -1.00
S 3.4655 0.3723 -0.0735 -0.2 0.3 0.0 2.56
O 3.0717 0.3355 -1.5606 0.0 0.0 0.1 -1.08
O 2.8482 -1.0197 0.2935 -0.3 -0.1 0.0 -1.09
O 4.8705 0.4321 0.1594 0.0 -0.2 -0.1 -0.93
```
Positions in Å, forces in eV/Å.

As for the relative energy (zero: lowest compared OMol25 entry of this formula, charge and spin): 0.0 kJ/mol. For the molar mass, the calculation gives 861.70 g/mol. The calculation puts the lowest unoccupied orbital energy at -1.02 eV. Its HOMO energy is -7.62 eV. The value obtained for the HOMO-LUMO gap is 6.595 eV. The energy comes out at -222783.5546 eV.